1.
The following is a quantum chemistry calculation of a single CHNS4 molecule, from OMol25.

Calculated values
Multiplicity = 1
Relative energy (zero: lowest compared OMol25 entry of this formula, charge and spin) = 45.2 kcal/mol
E_tot = -45881.564 eV
Structure (SMILES) = S=C(S)n1ss1

Structure (XYZ):
```
7
Properties=species:S:1:pos:R:3:forces:R:3
H 1.50772 -1.71358 0.57974 1.087 -1.056 0.468
N -0.54673 0.46017 -0.57385 0.433 1.282 -0.458
C 0.44384 -0.06506 0.17129 -1.081 -0.679 0.778
S 1.71378 0.69238 0.88362 -0.344 0.454 -0.659
S 0.21901 -1.83722 0.41321 -0.426 0.797 -0.487
S -1.09543 2.10480 -0.69296 0.181 -0.663 0.187
S -2.24219 0.35850 -0.78106 0.150 -0.134 0.172
```
Forces are in eV/Å.

2.
The following is a quantum chemistry calculation of a single C11H20N2O3 molecule, from OMol25.

Calculated values
Multiplicity = 1
Relative energy (zero: lowest compared OMol25 entry of this formula, charge and spin) = 66.6 kcal/mol
E_tot = -20852.608 eV
Structure (SMILES) = CC[C@H](C)[C@H](NC(=O)[C@@H]1CCCN1)C(=O)O

Structure (XYZ):
```
36
Properties=species:S:1:pos:R:3:forces:R:3
C 1.20241 0.72120 -3.72337 -0.698 -0.764 -1.464
C 1.75559 0.20352 0.03698 -0.611 -1.995 3.554
O 0.86057 -1.32798 2.35596 -1.716 1.929 -0.327
C 1.75052 -1.73460 -1.59513 -2.496 0.119 -3.647
H 2.11388 -0.59297 0.83170 1.079 1.100 -1.885
H 0.73395 1.71230 -1.98054 0.316 -0.621 0.847
O 3.27653 2.01052 -0.09900 0.326 -2.175 -1.564
H 0.93013 -2.13211 -1.03286 -0.673 0.090 0.627
O 1.78082 2.17773 1.48022 -1.820 1.220 2.603
H -2.84149 -0.67441 -0.28821 0.727 -0.340 -0.167
H -1.55549 -1.92527 3.11812 -0.893 1.515 -0.994
H -3.84778 0.55235 0.36400 -0.007 -0.098 0.276
N -1.85938 0.74581 1.09773 -3.241 0.506 -0.167
C -3.01582 -0.10887 0.61122 0.200 -1.061 2.568
H -0.50217 0.64890 0.42209 2.068 -0.038 -0.908
H -2.56611 -0.70846 3.92404 0.946 0.195 -1.352
H 2.91367 0.03422 -1.82705 -0.592 0.270 0.404
H 1.41240 -2.00947 -2.72437 0.843 0.762 2.343
N 0.42065 0.09926 0.62269 -1.771 0.835 -1.789
H -0.15198 0.16265 -2.20335 0.747 0.414 0.456
C -1.21828 0.14264 2.23843 0.174 -2.744 0.903
H 1.27299 -0.30192 -4.18517 0.068 0.806 0.475
H -0.90772 0.91776 2.87700 0.179 0.972 1.223
H 2.19549 1.18474 -3.82156 -0.476 0.169 -0.408
H -4.27837 -0.52110 2.41895 1.712 -1.306 -0.668
H 3.48686 2.90576 0.05179 0.181 1.730 0.886
H 0.36471 1.22548 -4.33854 1.563 -0.358 1.019
C 1.88928 -0.19936 -1.46333 0.697 0.410 1.288
C 0.86164 0.64519 -2.24148 -1.146 -0.701 -1.359
H -3.54669 -2.10949 1.83329 -0.507 -0.187 -0.786
H 2.54130 -2.41578 -1.41807 1.435 0.127 0.423
C 2.21606 1.55380 0.59881 2.151 -0.831 -3.238
C -3.34177 -1.06020 1.95801 -1.441 2.383 -0.854
C -2.14367 -0.95448 2.88694 0.526 0.032 1.900
H -2.34471 1.59402 1.42387 0.755 -0.340 -0.288
C 0.14198 -0.46138 1.79020 1.393 -2.028 0.071
```
Forces are in eV/Å.